Entry 1:
{
  "formula": "C22H44F16O8S6",
  "method": "ωB97M-V with the def2-TZVPD basis set",
  "species": ["C", "C", "C", "F", "F", "F", "F", "O", "C", "C", "F", "F", "F", "F", "H", "H", "H", "H", "C", "C", "C", "F", "F", "F", "F", "O", "C", "C", "F", "F", "F", "F", "H", "H", "H", "H", "C", "S", "O", "C", "H", "H", "H", "H", "H", "H", "C", "S", "O", "C", "H", "H", "H", "H", "H", "H", "C", "S", "O", "C", "H", "H", "H", "H", "H", "H", "C", "S", "O", "C", "H", "H", "H", "H", "H", "H", "C", "S", "O", "C", "H", "H", "H", "H", "H", "H", "C", "S", "O", "C", "H", "H", "H", "H", "H", "H"],
  "xyz": [[24.47396, -4.11657, -13.04047], [25.46871, -4.66257, -12.01469], [25.39536, -3.87517, -10.70048], [26.38113, -4.18927, -9.83133], [25.47033, -2.52869, -10.89747], [25.36924, -5.96743, -11.77115], [26.71736, -4.39347, -12.52838], [24.48668, -4.94527, -14.19034], [24.91240, -4.37002, -15.37057], [24.82674, -5.42905, -16.50153], [23.54943, -5.86685, -16.57251], [25.16179, -4.97314, -17.74168], [24.07557, -3.35584, -15.72347], [26.14985, -3.90816, -15.17499], [24.71724, -3.08073, -13.27094], [23.45037, -4.12192, -12.66455], [24.39970, -4.05764, -10.27536], [25.53611, -6.23250, -16.26553], [29.23591, -5.27997, -7.96239], [29.83919, -5.90739, -9.22390], [31.32534, -5.57325, -9.45885], [31.65953, -5.92845, -10.73049], [31.55644, -4.24915, -9.29504], [29.64261, -7.23288, -9.10535], [29.18275, -5.39338, -10.30006], [29.75908, -5.83659, -6.76326], [28.78121, -6.24631, -5.86481], [29.40713, -6.53374, -4.48453], [30.14570, -5.51107, -3.99661], [28.37925, -6.66130, -3.59221], [27.81320, -5.31671, -5.72327], [28.21076, -7.33955, -6.42393], [28.15659, -5.38893, -8.06153], [29.46449, -4.21302, -7.90325], [31.99027, -6.13255, -8.79184], [29.96273, -7.47300, -4.43009], [32.04042, -3.39308, -6.06542], [33.71144, -2.67916, -6.29139], [34.40740, -2.80823, -4.97454], [34.39284, -3.93138, -7.44784], [31.29325, -2.91738, -6.70032], [31.71891, -3.15749, -5.04614], [32.03697, -4.48147, -6.02551], [34.53822, -4.93183, -7.03429], [35.37157, -3.56537, -7.75018], [33.67218, -4.03778, -8.25995], [30.04294, -2.57074, -12.12236], [31.59280, -3.05926, -12.92293], [31.26090, -3.51562, -14.30754], [32.35549, -1.40140, -12.94393], [30.16653, -2.56030, -11.03526], [29.28169, -3.34306, -12.25002], [29.61294, -1.61842, -12.43368], [31.84001, -0.77953, -13.68041], [33.36440, -1.49225, -13.35402], [32.47217, -0.85364, -12.01014], [27.95284, 0.07945, -9.08405], [28.29404, -1.72319, -9.14898], [29.66669, -1.87567, -8.57046], [27.26985, -2.07012, -7.69230], [28.01703, 0.49560, -10.08633], [28.68351, 0.51049, -8.40399], [26.94908, 0.17952, -8.67724], [27.45096, -1.37749, -6.87087], [27.50766, -3.08716, -7.38659], [26.19650, -2.01786, -7.89013], [33.24921, -6.91012, -5.05667], [33.10056, -7.71600, -3.40895], [32.98151, -9.19236, -3.64642], [34.82767, -7.29090, -2.95961], [32.37333, -7.09675, -5.67222], [34.17348, -7.25891, -5.51660], [33.40000, -5.84535, -4.86587], [34.91038, -6.21235, -2.82195], [35.53805, -7.75534, -3.63867], [35.02047, -7.67018, -1.95344], [29.03769, -6.68170, -13.07673], [29.35543, -8.47685, -12.82898], [29.21112, -8.82494, -11.35782], [27.77873, -8.97842, -13.54799], [28.96217, -6.44309, -14.13608], [29.82569, -6.13846, -12.56717], [28.05668, -6.52274, -12.63356], [27.67225, -10.05924, -13.57369], [27.81297, -8.61516, -14.58051], [26.92497, -8.50385, -13.06636], [37.39995, -6.03090, -11.26355], [36.06018, -5.99244, -12.48450], [35.82131, -7.42453, -12.85767], [34.75337, -5.43925, -11.35958], [37.01012, -6.26675, -10.27304], [37.69610, -4.98525, -11.10939], [38.24548, -6.59286, -11.63966], [34.71895, -6.01470, -10.42875], [33.81610, -5.45040, -11.90625], [34.94314, -4.45559, -10.91698]],
  "forces_ev_per_a": [[-0.51, -0.26, 0.00], [1.20, 1.99, -0.52], [-1.09, 0.06, 0.62], [-0.26, -0.38, -0.36], [0.13, -0.16, -0.49], [-0.18, -0.24, -0.01], [-0.01, -0.56, 0.09], [0.01, -0.33, -0.83], [-1.10, -0.28, 0.36], [0.57, -0.60, -0.07], [0.36, 0.01, 0.18], [-0.11, 0.45, 0.88], [0.58, 0.28, 0.25], [0.21, 0.47, -0.77], [0.24, -0.05, 0.05], [0.03, -0.13, 0.22], [0.30, -0.16, 0.42], [-0.40, -0.14, 0.01], [0.07, 1.13, -0.35], [0.12, 0.50, 1.09], [0.42, -1.09, 0.04], [-0.18, 0.27, 0.20], [-0.23, -0.02, -0.20], [0.35, 0.16, -0.64], [-0.33, -0.25, 0.20], [-0.35, -0.20, 1.03], [1.08, 0.24, -1.53], [-0.64, -0.50, 1.30], [0.16, 0.00, -0.88], [-0.11, -0.18, -0.44], [0.02, 0.01, 0.01], [-0.36, -0.08, 0.95], [0.00, -0.25, 0.09], [-0.01, -0.01, -0.43], [-0.19, 0.07, 0.11], [0.23, 0.16, -0.41], [-0.04, 0.03, 0.90], [-0.25, -0.49, 0.29], [-0.09, -0.20, -0.43], [-0.31, -0.09, 0.32], [0.22, -0.32, -0.50], [0.42, 0.45, 0.03], [0.02, -0.02, -0.72], [-0.17, 0.19, 0.52], [-0.13, 0.13, -0.27], [0.25, 0.35, -0.23], [-0.50, -0.14, 0.67], [-0.37, -0.20, 0.46], [0.26, 0.72, 0.43], [0.39, 0.35, -1.20], [0.51, 0.22, -0.04], [0.26, -0.16, -0.50], [0.28, 0.03, -0.31], [-0.32, -0.05, 0.18], [-0.02, -0.40, 0.06], [-0.48, -0.47, 0.32], [-0.23, -0.60, -0.30], [-0.08, 0.90, 1.53], [0.31, -0.23, -0.52], [-0.73, -0.38, -0.03], [0.06, 0.12, 0.07], [0.07, -0.05, -0.03], [-0.04, 0.28, -0.17], [0.51, 0.06, -0.17], [0.02, 0.04, 0.05], [0.07, -0.07, -0.35], [0.50, 0.14, 0.68], [0.39, -0.22, -0.72], [0.27, 0.88, 0.16], [-0.45, -0.34, 0.93], [-0.03, -0.08, 0.07], [-0.19, -0.33, -0.18], [-0.27, 0.05, 0.02], [0.03, 0.08, -0.62], [-0.04, 0.24, -0.22], [-0.20, -0.35, -0.10], [-0.42, -0.87, 0.33], [-0.70, -0.40, 1.19], [0.33, 0.73, -1.38], [0.12, 0.35, -0.98], [0.37, -0.08, -0.05], [-0.02, 0.12, -0.11], [0.13, 0.30, 0.26], [0.16, -0.02, 0.24], [-0.09, -0.15, -0.06], [0.16, -0.04, 0.35], [-0.54, 1.62, 0.48], [0.31, -0.85, -0.04], [-0.20, 0.80, 0.31], [0.25, 0.14, 0.94], [0.16, -0.93, -0.17], [0.24, -0.01, -0.40], [-0.15, -0.29, 0.11], [-0.18, -0.77, -0.49], [-0.04, -0.02, 0.08], [0.18, 0.35, -0.83]],
  "gap_ha": 0.31928,
  "total_charge": 0,
  "e_tot_ha": -5453.34640,
  "homo_ha": -0.3216
}



Entry 2:
{
  "formula": "H18O9",
  "method": "ωB97M-V with the def2-TZVPD basis set",
  "species": ["O", "H", "H", "O", "H", "H", "O", "H", "H", "O", "H", "H", "O", "H", "H", "O", "H", "H", "O", "H", "H", "O", "H", "H", "O", "H", "H"],
  "xyz": [[-0.34213, 0.48631, 1.40406], [-0.10746, 0.55510, 0.51827], [-0.56371, -0.42016, 1.61769], [3.48867, -0.74050, -1.72273], [2.87514, -1.38789, -1.35355], [3.49111, -0.09147, -1.08319], [-2.75848, 0.87446, -1.01244], [-2.04325, 0.87300, -0.37583], [-2.43841, 0.73637, -1.94957], [0.28868, -3.00294, -1.18118], [-0.01411, -3.24349, -2.01564], [1.22306, -2.73276, -1.17586], [-2.82154, 0.11297, 2.67434], [-3.36700, -0.39749, 1.99811], [-2.44457, 0.70459, 2.10670], [1.17880, 5.13583, 0.37706], [1.64959, 4.28747, 0.23825], [1.07414, 5.24500, 1.31520], [2.49541, -2.35361, 3.20446], [2.47327, -1.48736, 2.91111], [2.49124, -2.87227, 2.32028], [-3.10328, -1.21535, -1.67582], [-3.91790, -1.49797, -1.24883], [-2.44559, -1.78655, -1.43940], [1.42243, 1.29285, -1.78558], [0.78994, 0.76987, -1.33307], [1.42595, 2.15600, -1.33283]],
  "forces_ev_per_a": [[-0.52, 0.51, 2.32], [0.71, -0.18, -2.28], [-0.08, -0.32, -0.08], [-0.15, -2.73, -1.76], [0.26, 0.05, -0.29], [0.09, 2.58, 1.98], [0.20, 2.17, -0.88], [0.37, 0.09, -0.32], [-0.27, 0.14, 2.11], [0.91, 1.01, 3.01], [-0.20, -0.56, -2.43], [-0.82, -0.47, -0.63], [-2.87, -3.71, 0.44], [0.72, 0.68, 1.64], [2.03, 2.98, -2.02], [0.44, -0.80, -0.98], [-0.41, 0.90, 0.40], [0.00, -0.09, 0.62], [0.03, -4.04, -1.70], [-0.07, 2.94, -0.69], [0.03, 1.10, 2.39], [-3.01, 0.20, -1.85], [0.18, -0.02, -0.03], [2.56, -2.61, 1.07], [0.98, 1.39, -0.19], [-0.97, -0.73, 0.49], [-0.15, -0.51, -0.37]],
  "gap_ha": 0.35093,
  "total_charge": 0,
  "smiles": "O.O.O.O.O.O.O.O.O",
  "de_lowest_ev": 4.8823,
  "e_tot_ha": -687.84637,
  "homo_ha": -0.3735
}



Entry 3:
{
  "formula": "C34H56BrClF3N8O2S",
  "method": "ωB97M-V with the def2-TZVPD basis set",
  "species": ["C", "C", "Cl", "C", "N", "C", "F", "F", "F", "C", "S", "Br", "C", "O", "O", "H", "H", "H", "H", "H", "H", "H", "C", "C", "C", "C", "N", "H", "H", "H", "H", "H", "H", "H", "C", "C", "C", "C", "N", "H", "H", "H", "H", "H", "H", "H", "C", "C", "C", "C", "N", "H", "H", "H", "H", "H", "H", "H", "C", "C", "C", "C", "N", "H", "H", "H", "H", "H", "H", "H", "C", "C", "C", "C", "N", "H", "H", "H", "H", "H", "H", "H", "C", "C", "C", "C", "N", "H", "H", "H", "H", "H", "H", "H", "C", "C", "C", "C", "N", "H", "H", "H", "H", "H", "H", "H"],
  "xyz": [[-6.47247, -2.61975, -2.02099], [-4.98738, -3.19462, -1.85772], [-4.99652, -5.06358, -1.81147], [-4.22718, -2.64291, -0.51827], [-5.09567, -1.70306, 0.25457], [-5.88943, -2.37703, 1.27195], [-7.22208, -1.84993, 1.40684], [-6.13479, -3.76956, 0.91647], [-5.23239, -2.45982, 2.56381], [-4.38479, -0.48413, 0.71867], [-5.32237, 0.63743, 1.86219], [-4.00993, 0.66540, -0.93894], [-2.96957, -0.71494, 1.39126], [-1.81300, -0.85605, 0.73121], [-2.88449, -0.71479, 2.81550], [-6.39695, -1.47319, -2.05248], [-6.87210, -2.97774, -3.04518], [-7.19303, -3.00897, -1.22368], [-4.41436, -2.90604, -2.80424], [-3.27660, -2.13612, -0.93432], [-3.81465, -3.51150, 0.12320], [-6.41517, 1.18372, 1.20262], [-8.00986, 3.36005, -1.75759], [-6.85029, 3.49806, -2.73816], [-7.02593, 2.63915, -3.99273], [-7.10859, 1.19019, -3.61027], [-7.16944, 0.05243, -3.30412], [-8.09989, 2.33775, -1.38153], [-7.85571, 4.01086, -0.89344], [-8.95770, 3.63879, -2.22905], [-5.92080, 3.22420, -2.22879], [-6.75780, 4.54739, -3.03451], [-6.17848, 2.78220, -4.66790], [-7.93704, 2.92096, -4.52782], [2.52102, 1.35281, 0.90954], [2.82638, -0.08864, 1.29870], [2.04336, -1.10808, 0.46595], [0.56632, -0.89865, 0.66039], [-0.61986, -0.72666, 0.82443], [1.47022, 1.60003, 1.08223], [3.11962, 2.04383, 1.50932], [2.74821, 1.53256, -0.14212], [2.59819, -0.22481, 2.35993], [3.89920, -0.27185, 1.17406], [2.30675, -2.12566, 0.77377], [2.28158, -1.00285, -0.59441], [7.03747, 2.45762, -1.41393], [7.34880, 1.01574, -1.02782], [6.57075, -0.00397, -1.86236], [5.09551, 0.19739, -1.66720], [3.93542, 0.35615, -1.51286], [5.98734, 2.70274, -1.23976], [7.63492, 3.14942, -0.81487], [7.26390, 2.63849, -2.46993], [7.12255, 0.87679, 0.03418], [8.42087, 0.83589, -1.15445], [6.83714, -1.01912, -1.55787], [6.81008, 0.10579, -2.92375], [11.66220, -0.41638, -1.54721], [11.96994, -1.85932, -1.16118], [11.19077, -2.87833, -1.99609], [9.71550, -2.67698, -1.80194], [8.55651, -2.51803, -1.64782], [10.61177, -0.16837, -1.37484], [12.26065, 0.27315, -0.94693], [11.89041, -0.23541, -2.60204], [11.74243, -1.99866, -0.09959], [13.04143, -2.04033, -1.28691], [11.45480, -3.89424, -1.69194], [11.43017, -2.76920, -3.05732], [-0.85157, 3.52169, 3.25815], [-0.50433, 3.69320, 4.73334], [1.00287, 3.79673, 4.98271], [1.68319, 2.54436, 4.51258], [2.21641, 1.55884, 4.14496], [-0.44107, 2.59354, 2.85264], [-1.93514, 3.48127, 3.12532], [-0.46636, 4.35758, 2.66499], [-0.91570, 2.84825, 5.29446], [-0.99101, 4.59783, 5.11093], [1.19958, 3.93105, 6.04952], [1.42310, 4.65428, 4.44995], [-6.52193, -5.32832, 3.91628], [-6.79095, -6.69540, 3.29739], [-7.75950, -7.54535, 4.12423], [-7.18914, -7.79001, 5.49217], [-6.74097, -7.98244, 6.56727], [-6.04297, -5.41812, 4.89488], [-5.85285, -4.74928, 3.27718], [-7.45012, -4.76113, 4.03637], [-5.84001, -7.22518, 3.18100], [-7.20613, -6.55573, 2.29496], [-7.92965, -8.50678, 3.63271], [-8.72404, -7.04017, 4.22428], [2.83319, 3.20699, -3.54118], [2.60632, 4.71524, -3.51363], [3.85018, 5.49648, -3.08304], [4.25472, 5.08674, -1.69665], [4.57068, 4.75976, -0.60787], [3.07369, 2.81666, -2.54897], [1.93068, 2.69343, -3.88084], [3.65002, 2.94571, -4.22145], [1.77633, 4.93662, -2.83517], [2.30391, 5.04812, -4.51117], [3.64251, 6.56953, -3.09158], [4.68012, 5.30637, -3.76920]],
  "forces_ev_per_a": [[0.51, -0.49, -0.69], [-0.68, 0.89, 0.46], [0.00, 1.08, -0.19], [0.96, -1.02, -1.30], [-0.33, -0.99, 0.94], [-0.31, -1.36, 0.87], [3.41, -1.05, 0.09], [0.67, 3.26, 0.68], [-2.31, 0.33, -3.20], [3.27, 0.13, 1.10], [-0.19, -0.07, 0.84], [-0.17, 0.16, -1.22], [-2.63, -0.79, 6.88], [-4.86, -2.08, -4.02], [-0.35, 0.64, -4.94], [-0.23, -2.09, 0.29], [0.62, 0.61, 1.57], [1.19, 0.71, -0.98], [-0.63, -0.59, 1.50], [-1.80, -0.27, 1.09], [-0.94, 1.38, -0.99], [0.95, -0.95, -0.37], [-0.03, 0.03, 0.07], [-0.01, 0.14, 0.35], [0.12, -0.72, 0.48], [-0.12, -2.58, 0.41], [-0.05, 3.93, -1.23], [0.02, 0.05, -0.08], [-0.03, -0.04, -0.08], [0.03, -0.03, 0.05], [-0.05, -0.03, -0.14], [0.04, -0.09, -0.11], [-0.08, -0.18, 0.02], [0.03, -0.15, 0.04], [-0.03, 0.27, 0.10], [0.12, 0.29, 0.08], [-1.18, 0.05, 0.65], [-2.04, -0.92, -0.33], [6.99, 3.06, 1.65], [0.03, -0.10, 0.03], [-0.03, -0.05, -0.03], [-0.14, 0.03, 0.23], [0.03, -0.06, -0.15], [-0.02, -0.11, -0.03], [0.10, -0.04, -0.07], [-0.25, 0.02, 0.10], [0.02, 0.04, 0.04], [0.08, 0.32, 0.06], [-0.81, 0.18, 0.50], [-2.62, 0.18, 0.11], [4.04, -0.59, -1.01], [0.10, -0.05, -0.02], [-0.07, -0.01, -0.07], [-0.01, 0.00, 0.04], [0.01, -0.10, -0.12], [-0.09, -0.15, -0.01], [-0.21, 0.13, -0.13], [-0.15, -0.02, 0.05], [0.04, 0.08, 0.02], [0.09, 0.33, 0.12], [-0.73, 0.21, 0.36], [-2.63, 0.12, 0.15], [3.77, -0.54, -0.45], [0.06, -0.07, -0.05], [-0.04, -0.05, -0.09], [-0.04, 0.01, 0.08], [0.02, -0.11, -0.12], [-0.10, -0.12, -0.01], [-0.19, 0.04, -0.07], [-0.15, 0.00, 0.07], [-0.07, 0.00, -0.06], [-0.32, -0.05, -0.21], [0.07, -0.81, -0.23], [1.44, -2.06, -0.71], [-1.64, 3.07, 1.26], [-0.04, 0.06, 0.05], [0.11, -0.04, -0.01], [0.00, -0.05, 0.03], [0.10, 0.09, 0.00], [0.13, -0.03, 0.08], [0.14, -0.10, -0.11], [0.05, -0.15, -0.02], [0.11, 0.05, -0.05], [0.19, 0.33, -0.07], [0.58, -0.10, 0.59], [0.75, -0.58, 2.48], [-1.38, 0.59, -3.38], [-0.09, -0.03, -0.03], [-0.13, -0.03, 0.10], [0.08, -0.01, -0.01], [-0.15, -0.06, -0.01], [-0.02, -0.12, 0.08], [-0.02, 0.00, 0.21], [0.10, -0.04, 0.12], [-0.04, -0.02, 0.03], [-0.21, -0.32, -0.11], [-0.08, -0.30, 0.79], [0.91, -0.53, 2.39], [-1.01, 1.06, -3.37], [0.02, 0.02, -0.09], [0.10, 0.02, 0.02], [-0.04, -0.01, 0.05], [0.12, 0.08, -0.06], [0.07, 0.12, 0.09], [0.13, -0.07, 0.13], [0.01, -0.02, 0.16]],
  "gap_ha": 0.07886,
  "total_charge": -1,
  "e_tot_ha": -5649.24610,
  "homo_ha": -0.0225
}



Entry 4:
{
  "formula": "C4H10N2O",
  "method": "ωB97M-V with the def2-TZVPD basis set",
  "species": ["H", "N", "C", "O", "N", "C", "C", "C", "H", "H", "H", "H", "H", "H", "H", "H", "H"],
  "xyz": [[0.30693, -2.72312, -0.59225], [0.77478, -2.07539, 0.04159], [0.45123, -0.87801, -0.09459], [1.17263, 0.31402, 0.86450], [1.40080, -0.28681, 2.16301], [-0.53831, 0.03044, -0.60608], [-0.00658, 1.00383, -1.64325], [-1.53732, 0.58537, 0.39252], [2.23703, 0.20758, 2.47529], [1.70770, -1.24240, 1.94410], [-1.04989, -0.92317, -1.20820], [-0.83154, 1.43847, -2.21355], [0.68089, 0.51560, -2.33807], [0.55293, 1.79070, -1.13208], [-2.53037, 0.66591, -0.05740], [-1.22806, 1.58823, 0.69647], [-1.56286, -0.01123, 1.30800]],
  "forces_ev_per_a": [[-0.15, 0.20, 0.20], [0.08, 1.56, -0.35], [2.70, 2.43, 4.17], [-0.63, -3.41, -1.03], [0.31, 0.08, -0.35], [-2.61, -3.78, -3.81], [0.21, 0.18, 0.12], [0.25, 0.29, 0.34], [-0.05, -0.20, 0.05], [0.05, 0.25, 0.18], [-0.04, 2.59, 0.59], [0.11, 0.01, 0.12], [-0.13, 0.00, 0.03], [-0.12, 0.04, -0.09], [0.13, -0.15, 0.08], [0.05, -0.08, -0.04], [-0.16, -0.02, -0.20]],
  "gap_ha": 0.34565,
  "total_charge": 0,
  "smiles": "[H]/N=C(/ON)C(C)C",
  "de_lowest_ev": 4.6746,
  "e_tot_ha": -343.02967,
  "homo_ha": -0.3136
}